# 1
An isolated molecule of C20H20F3N3O3, computed with ωB97M-V/def2-TZVPD.

Structure (ORCA input):
```
! RIJCOSX wB97M-V def2-TZVPD def2/J DEFGRID3
* xyz 0 1
F -2.926 4.418 -0.729
F -1.792 4.110 -2.568
F -0.822 3.741 -0.463
O 2.482 2.288 0.571
O 1.318 -4.650 2.491
O -2.077 -4.388 -1.394
N 0.215 -3.511 0.881
N 0.576 -1.200 0.525
N -0.495 -4.548 0.192
C -3.918 0.378 -0.784
C -1.709 -0.230 -1.572
C 1.420 -1.083 1.675
C -0.880 -1.400 -1.993
C 1.100 -3.545 1.935
C 0.001 1.489 -2.490
C -3.533 1.715 -0.825
C -2.223 2.127 -1.256
C 2.116 0.142 2.186
C -1.305 1.145 -1.656
C -1.156 -3.824 -0.786
C -3.017 -0.606 -1.150
C -0.721 -2.454 -0.910
C -0.012 -2.333 0.191
C 1.176 2.250 1.089
C 1.615 -2.230 2.401
C 1.165 1.379 2.303
C 3.152 1.193 0.108
C -1.922 3.663 -1.301
C 3.457 0.395 1.419
H -4.919 0.192 -0.360
H 2.509 -0.131 3.147
H 0.030 -0.939 -2.256
H -4.146 2.462 -0.465
H 0.455 1.946 0.333
H 0.064 -0.342 0.223
H 0.245 2.492 -2.636
H 2.058 -2.307 3.325
H 3.975 -0.552 1.297
H 0.902 1.071 -2.002
H 1.459 2.203 2.993
H -0.163 1.131 -3.473
H -3.261 -1.670 -1.176
H -1.315 -1.958 -2.886
H 2.570 0.604 -0.613
H 4.044 0.968 2.165
H -0.983 -5.218 0.717
H 4.080 1.416 -0.348
H 0.145 0.907 2.566
H 0.968 3.297 1.362
*
```

The energy comes out at -39827.4655 eV. For the relative energy (zero: lowest compared OMol25 entry of this formula, charge and spin), the calculation gives 73.3 kcal per mole. The SMILES is Cc1c(Cc2c(=O)[nH]n3c(=O)cc(C4CCOCC4)[nH]c23)cccc1C(F)(F)F. The value obtained for the HOMO-LUMO gap is 8.84 eV.



# 2
An isolated molecule of C20H20FNO3, computed with ωB97M-V/def2-TZVPD.

Structure (ORCA input):
```
! RIJCOSX wB97M-V def2-TZVPD def2/J DEFGRID3
* xyz 0 1
F 1.424 0.104 -0.905
O -1.141 -3.200 -1.994
O 0.714 -4.634 2.104
O -2.021 -2.649 -3.946
N -1.645 1.779 -1.680
C -0.976 -1.601 -0.189
C -1.713 -2.282 -2.839
C 1.845 -1.626 3.343
C -0.601 -1.399 1.145
C -2.217 3.054 -1.307
C -1.526 -0.594 -1.061
C -0.228 -3.900 0.035
C -0.044 -2.393 1.916
C -1.710 0.822 -0.588
C 1.554 1.424 -0.634
C 2.493 1.801 0.307
C 0.761 2.342 -1.315
C 2.660 3.146 0.585
C 1.902 4.087 -0.091
C 0.966 3.687 -1.029
C -0.315 1.886 -2.272
C 0.154 -3.662 1.342
C -1.885 -0.945 -2.317
C -0.790 -2.884 -0.731
C 0.400 -2.127 3.326
H -1.725 3.521 -0.440
H 3.388 3.457 1.319
H -0.979 1.060 0.201
H 2.165 -1.424 4.362
H 2.505 -2.375 2.913
H 2.041 5.139 0.112
H -0.388 2.588 -3.106
H 0.390 4.429 -1.561
H -3.270 2.907 -1.067
H -0.095 -4.872 -0.418
H -0.752 -0.432 1.599
H -2.308 -0.221 -2.994
H 1.934 -0.711 2.761
H 3.081 1.043 0.801
H 0.781 -5.450 1.594
H -2.707 0.897 -0.140
H -0.054 0.903 -2.670
H -0.250 -1.377 3.780
H 0.332 -3.047 3.905
H -2.152 3.733 -2.155
*
```

The energy comes out at -31415.0066 eV. For the relative energy (zero: lowest compared OMol25 entry of this formula, charge and spin), the calculation gives 0.0 kcal per mole. The SMILES is CCc1cc2c(CN(C)Cc3ccccc3F)cc(=O)oc2cc1O. The value obtained for the HOMO-LUMO gap is 8.53 eV.



# 3
An isolated molecule of C20H20N2O6, computed with ωB97M-V/def2-TZVPD.

Structure (ORCA input):
```
! RIJCOSX wB97M-V def2-TZVPD def2/J DEFGRID3
* xyz 0 1
O 3.184 0.988 -0.961
O -3.758 1.770 1.120
O -3.229 -3.381 -2.295
O -5.672 -0.022 1.949
O 3.275 -0.519 1.502
O -2.877 -1.197 -0.768
N -0.507 4.125 -1.438
N -3.205 3.939 0.949
C -4.843 -0.378 1.136
C 4.434 -1.833 -0.187
C -2.857 0.058 -0.270
C 5.533 -1.006 1.923
C -1.723 0.901 -0.775
C -4.779 -1.707 0.543
C -1.186 3.328 -0.959
C 0.965 -0.530 1.504
C 2.033 0.568 -0.350
C -3.833 -2.048 -0.352
C -3.768 0.495 0.627
C 0.772 0.842 -0.860
C 4.520 -0.694 0.827
C -2.930 2.672 0.542
C -0.387 0.470 -0.192
C -0.285 -0.203 1.012
C -1.996 2.344 -0.388
C 2.138 -0.166 0.850
C 3.085 1.795 -2.112
C -3.689 -3.419 -0.975
H 0.676 1.388 -1.784
H 1.065 -1.069 2.433
H -1.667 0.810 -1.868
H 4.804 0.233 0.318
H -1.166 -0.485 1.569
H -2.423 -2.851 -2.329
H 5.405 -1.992 -0.646
H 4.121 -2.749 0.310
H 5.256 -1.925 2.434
H -3.814 4.036 1.743
H -5.528 -2.420 0.845
H 3.715 -1.596 -0.968
H 6.524 -1.120 1.493
H -4.658 -3.920 -0.994
H 4.110 2.065 -2.363
H -3.006 -4.011 -0.341
H 2.642 1.249 -2.951
H 5.552 -0.199 2.651
H 2.506 2.703 -1.918
H -2.531 4.661 0.765
*
```

The energy comes out at -36328.0329 eV. For the relative energy (zero: lowest compared OMol25 entry of this formula, charge and spin), the calculation gives 94.8 kcal per mole. The SMILES is COc1cc([C@@H]2C(C#N)=C(N)Oc3c2oc(CO)cc3=O)ccc1OC(C)C. The value obtained for the HOMO-LUMO gap is 8.53 eV.



# 4
An isolated molecule of C20H20N4O3S, computed with ωB97M-V/def2-TZVPD.

Structure (ORCA input):
```
! RIJCOSX wB97M-V def2-TZVPD def2/J DEFGRID3
* xyz 0 1
S 1.126 0.856 -1.390
O 1.621 -0.137 4.133
O -0.854 -1.155 3.082
O 4.028 -0.692 2.728
N -2.625 6.442 -1.828
N -0.397 6.246 -1.743
N -0.413 -0.972 -2.334
N -1.132 0.155 -2.270
C 1.540 -2.302 0.530
C 1.581 -0.904 2.984
C 1.819 -1.848 -1.951
C 4.640 -1.573 3.711
C 0.359 -2.095 1.239
C -0.510 1.180 -1.795
C -2.450 2.699 -1.823
C -3.061 3.960 -1.811
C -2.263 5.093 -1.766
C 1.416 1.225 3.811
C -1.067 2.524 -1.768
C -0.875 4.959 -1.680
C 2.810 -1.142 2.299
C 2.734 -1.850 1.114
C -1.480 7.109 -1.822
C -1.245 -2.144 4.044
C -0.276 3.709 -1.713
C 0.806 -0.782 -1.912
C 0.357 -1.420 2.465
C 1.526 -2.893 -0.869
H 3.687 -1.961 0.555
H -0.712 -2.094 5.008
H 4.278 -1.401 4.749
H 2.862 -1.406 -1.855
H 0.805 3.682 -1.668
H 2.282 -3.678 -0.874
H -1.074 -3.171 3.633
H -2.297 -1.993 4.267
H -0.571 -2.471 0.849
H 1.530 1.835 4.687
H -3.105 1.827 -1.856
H 0.594 6.497 -1.655
H -4.144 4.043 -1.953
H -1.464 8.201 -1.836
H 2.112 1.598 3.069
H 4.426 -2.611 3.491
H 1.783 -2.310 -2.902
H 5.739 -1.430 3.726
H 0.548 -3.327 -1.076
H 0.410 1.323 3.373
*
```

The energy comes out at -44000.8646 eV. For the relative energy (zero: lowest compared OMol25 entry of this formula, charge and spin), the calculation gives 81.0 kcal per mole. The SMILES is COc1cc(CCc2nnc(-c3ccc4nc[nH]c4c3)s2)cc(OC)c1OC. The value obtained for the HOMO-LUMO gap is 8.59 eV.



# 5
An isolated molecule of C20H20N6O, computed with ωB97M-V/def2-TZVPD.

Structure (ORCA input):
```
! RIJCOSX wB97M-V def2-TZVPD def2/J DEFGRID3
* xyz 0 1
O 3.840 1.235 -0.319
N -3.658 -1.765 0.212
N 1.798 -0.037 4.660
N -0.254 -2.242 2.639
N -1.219 2.879 -0.392
N -0.014 -1.376 0.440
N -1.879 2.335 0.626
C -1.078 1.546 1.368
C -1.585 -0.737 -1.289
C 0.177 1.585 0.796
C -2.421 -1.821 0.659
C -3.891 -1.230 -0.974
C 2.906 -2.001 -1.683
C 1.870 -0.005 0.006
C 1.057 2.858 -1.305
C -1.319 -1.341 -0.058
C 1.023 -0.226 2.242
C 0.029 2.445 -0.315
C 1.454 -0.111 3.565
C 3.138 0.304 -0.653
C 0.263 -1.266 1.820
C -3.277 2.586 0.817
C 1.398 0.801 1.197
C 1.074 -1.020 -0.381
C 3.512 -0.609 -1.807
C -2.883 -0.689 -1.757
C 1.387 -1.892 -1.559
H 2.013 3.031 -0.816
H -0.344 -3.165 2.243
H 0.927 -2.873 -1.429
H -3.107 -0.217 -2.701
H -3.845 1.655 0.756
H 3.149 -0.127 -2.721
H -2.312 -2.242 1.648
H 0.732 3.765 -1.806
H 3.166 -2.601 -2.557
H 2.195 1.463 1.544
H -4.925 -1.220 -1.291
H 3.311 -2.498 -0.799
H 4.600 -0.652 -1.873
H -1.446 1.032 2.234
H 0.095 -2.221 3.586
H 1.200 2.081 -2.058
H -3.601 3.262 0.028
H 0.989 -1.459 -2.482
H -0.791 -0.270 -1.850
H -3.456 3.050 1.789
*
```

The energy comes out at -32052.1648 eV. For the relative energy (zero: lowest compared OMol25 entry of this formula, charge and spin), the calculation gives 36.4 kcal per mole. The SMILES is Cc1nn(C)cc1[C@H]1C(C#N)=C(N)N(c2cccnc2)C2=C1C(=O)CCC2. The value obtained for the HOMO-LUMO gap is 8.62 eV.